C2H10O2Si2 | ωB97M-V/def2-TZVPD

Bonds (Å) are listed after each position.
Element x y z (Å)
1 C -0.66204 -2.39841 -0.76609  C2 1.509, H7 1.046, H8 0.987, H9 1.122
2 C 0.76925 -1.93566 -0.64949  C1 1.509, O4 1.466, H10 1.174, H11 1.100
3 O -0.79700 3.48433 0.96530  Si5 1.671, H12 0.905
4 O 0.87091 -0.54552 -0.19395  C2 1.466, Si6 1.696
5 Si 0.57762 2.54751 0.80611  O3 1.671, Si6 2.303, H13 1.545, H14 1.517
6 Si -0.32537 0.45555 0.47171  O4 1.696, Si5 2.303, H15 1.424, H16 1.421
7 H -1.20769 -2.05426 0.05677  C1 1.046
8 H -0.89199 -2.18229 -1.70175  C1 0.987
9 H -0.62215 -3.51868 -0.80349  C1 1.122
10 H 1.34856 -1.86680 -1.66847  C2 1.174
11 H 1.50460 -2.43794 -0.00298  C2 1.100
12 H -1.08473 3.92089 0.22637  O3 0.905
13 H 1.45351 2.63793 2.07556  Si5 1.545
14 H 1.29938 3.28322 -0.30688  Si5 1.517
15 H -1.53202 0.65052 -0.25830  Si6 1.424
16 H -0.70082 -0.04040 1.74959  Si6 1.421

Properties
structure (SMILES) = CCO[SiH2][SiH2]O
frontier orbital gap = 10.4 eV
energy above the lowest of the compared OMol25 structures with the same formula, charge and spin = 93.6 kcal per mole